Record 1
The following is a quantum chemistry calculation of the molecule C3H7N3O2 at a distorted geometry, from the OMol25 dataset.

ΔE to the lowest compared entry with this formula, charge and spin: 8.4736 eV
LUMO: 0.66 eV
SMILES: O/N=C(/NO)N1CC1

XYZ file:
```
15
Properties=species:S:1:pos:R:3:nbo_charge:R:1
O -2.856 -0.430 0.365 -0.528
N -2.086 0.657 0.324 -0.121
C -0.868 0.612 0.301 0.431
N 0.143 1.633 0.103 -0.368
O 0.890 1.548 -1.014 -0.554
N -0.301 -0.695 0.199 -0.519
C 0.773 -1.156 -0.809 -0.237
C 1.038 -0.868 0.749 -0.291
H -2.461 -1.262 0.553 0.476
H -0.220 2.590 -0.049 0.371
H 1.872 1.543 -0.600 0.469
H 0.638 -2.135 -1.207 0.208
H 1.069 -0.406 -1.465 0.218
H 1.230 0.209 1.165 0.230
H 1.138 -1.839 1.384 0.213
```

=====

Record 2
The following is a quantum chemistry calculation of the molecule C3H7N3O2 at a distorted geometry, from the OMol25 dataset.

ΔE to the lowest compared entry with this formula, charge and spin: 7.6041 eV
LUMO: 0.11 eV
SMILES: CCN(N=O)C(N)=O

XYZ file:
```
15
Properties=species:S:1:pos:R:3:nbo_charge:R:1
C -0.123 2.003 -0.649 -0.531
C -0.303 0.459 -1.090 -0.229
N -0.137 -0.384 0.087 -0.329
N -1.232 -0.484 0.983 0.265
O -2.170 0.213 0.758 -0.315
C 0.911 -1.256 0.117 0.794
N 0.745 -1.987 1.247 -0.867
O 1.733 -1.373 -0.719 -0.583
H -0.146 2.758 -1.098 0.185
H 0.635 1.984 -0.229 0.171
H -0.934 2.157 0.166 0.182
H -1.170 0.529 -1.379 0.189
H 0.574 0.152 -1.768 0.246
H 0.254 -2.012 2.139 0.431
H 1.363 -2.757 1.436 0.389
```

=====

Record 3
The following is a quantum chemistry calculation of the molecule C3H7N3O2 at a distorted geometry, from the OMol25 dataset.

ΔE to the lowest compared entry with this formula, charge and spin: 4.5174 eV
LUMO: 0.71 eV
SMILES: C=NNC(=O)N(C)O

XYZ file:
```
15
Properties=species:S:1:pos:R:3:nbo_charge:R:1
C 1.940 1.138 0.088 -0.130
N 2.323 -0.084 0.072 -0.225
N 1.390 -1.083 -0.113 -0.494
C 0.108 -0.896 -0.673 0.734
O -0.301 -1.570 -1.617 -0.601
N -0.705 -0.015 0.081 -0.189
C -2.116 0.341 -0.110 -0.418
O -0.363 0.119 1.418 -0.545
H 2.694 1.924 0.248 0.186
H 0.930 1.495 -0.126 0.175
H 1.835 -1.855 -0.542 0.396
H -2.706 -0.384 0.416 0.194
H -2.396 0.317 -1.192 0.232
H -2.323 1.337 0.295 0.215
H -0.308 -0.784 1.756 0.470
```